The following is a quantum chemistry calculation of the ion C6H14IN2 with charge +1, from OMol25.

The geometry in ORCA input format:
```
! RIJCOSX wB97M-V def2-TZVPD def2/J DEFGRID3
* xyz 1 1
C -1.346 1.550 -0.333
C -1.112 2.646 -2.413
C -0.517 -1.632 -0.020
C 1.359 -0.081 0.046
C 0.593 -1.236 2.046
C -0.653 0.602 1.150
N -0.730 1.787 -1.339
N 0.165 -0.567 0.760
I -3.288 2.353 0.081
H -1.442 3.587 -1.877
H -2.103 2.352 -2.814
H -0.441 2.611 -3.295
H -1.440 -1.852 0.558
H -0.708 -1.142 -0.967
H 0.123 -2.485 -0.129
H 2.030 0.173 0.880
H 1.658 -0.919 -0.672
H 1.001 0.818 -0.425
H 1.221 -0.607 2.686
H -0.104 -1.768 2.595
H 1.321 -1.912 1.685
H -1.449 0.149 1.798
H -0.071 1.348 1.702
*
```

For the energy above the lowest of the compared OMol25 structures with the same formula, charge and spin, the calculation gives 55.3 kcal per mole. As for the SMILES: C/N=C(\I)C[N+](C)(C)C. The value obtained for the strongest force on any atom is 4.6 eV/Å. The HOMO-LUMO gap is 10.140 eV.